Record 1
Molecular formula: C4H7NO
Method: DFT, wB97M-V/def2-TZVPD

Last column: Mulliken charge in e.
Element x y z (Å)
1 C 1.8346 -0.2609 0.4668  -1.111
2 C 0.5684 0.4358 0.1400  0.648
3 O 0.4249 1.6353 0.2949  -0.600
4 C -0.4609 -0.3883 -0.5283  0.000
5 C -1.7572 -0.1674 0.1602  -0.435
6 N -1.5131 0.3707 -1.1647  -0.625
7 H 2.3796 0.1435 -0.3916  0.267
8 H 1.7921 -1.3504 0.3738  0.327
9 H 2.2541 0.0652 1.4213  0.323
10 H -0.1570 -1.3471 -0.9453  0.356
11 H -1.6881 0.5021 1.0159  0.231
12 H -2.4654 -0.9831 0.2355  0.274
13 H -1.2121 1.3447 -1.0784  0.347

Output
- E_tot: -286.562489 a.u.
- Relative energy (zero: lowest compared OMol25 entry of this formula, charge and spin): 181.57 kJ/mol
- Structure (SMILES): CC(=O)[C@H]1CN1



Record 2
Molecular formula: C53H59BaClF3NO6S3Si4Te
Method: DFT, wB97M-V/def2-TZVPD

Last column: Mulliken charge in e.
Element x y z (Å)
1 Ba 0.1157 0.4289 -0.1195  2.561
2 S -3.1545 2.8604 -3.5838  -0.504
3 C -3.5240 3.4618 -2.0224  -0.172
4 C -2.7600 2.8886 -1.0519  0.089
5 C -1.8102 1.9153 -1.5047  -0.605
6 C -1.9037 1.7905 -2.8609  0.314
7 C -1.0246 1.0625 -3.7553  -0.079
8 C -1.2174 1.0255 -5.1504  -0.937
9 C -0.2671 0.4372 -5.9587  -0.655
10 C 0.8793 -0.0981 -5.3856  -1.155
11 C 0.9702 -0.0699 -4.0040  -0.382
12 N 0.0476 0.4563 -3.2063  0.818
13 H -4.2774 4.2319 -1.9234  0.393
14 H -2.8636 3.1643 -0.0080  -0.034
15 H -2.1010 1.4793 -5.5780  0.386
16 H -0.4068 0.4128 -7.0343  0.389
17 H 1.6642 -0.5400 -5.9850  0.484
18 H 1.8511 -0.4655 -3.5053  0.544
19 C 5.5746 2.5811 1.5628  -1.734
20 C 4.6846 1.3701 1.5383  1.331
21 C 3.8463 1.0648 2.6022  -0.835
22 C 3.0352 -0.0586 2.5663  -0.617
23 C 3.0457 -0.8790 1.4507  -0.614
24 C 3.8523 -0.5683 0.3596  0.773
25 C 4.6771 0.5387 0.4218  -1.110
26 S 1.9776 -2.3461 1.4788  1.933
27 O 1.8639 -2.7241 2.9062  -0.894
28 C 3.2217 -3.5086 0.8359  -0.367
29 C 4.5678 -3.4412 1.2316  -0.749
30 C 5.4716 -4.3518 0.7663  -1.403
31 C 5.0757 -5.3403 -0.1637  0.974
32 C 6.0004 -6.2489 -0.7279  -0.954
33 C 5.6010 -7.1875 -1.6397  -0.526
34 C 4.2529 -7.2561 -2.0344  -0.931
35 C 3.3296 -6.4036 -1.4915  -0.810
36 C 3.7082 -5.4338 -0.5343  0.625
37 C 2.7625 -4.5314 0.0381  0.962
38 C 1.3016 -4.8052 -0.1200  -0.864
39 C 0.7988 -5.9797 0.5390  1.428
40 C 1.6120 -6.7755 1.3804  -0.839
41 C 1.1140 -7.8929 1.9949  -1.054
42 C -0.2208 -8.2826 1.7985  -0.576
43 C -1.0428 -7.5152 1.0204  -1.046
44 C -0.5663 -6.3410 0.3981  0.859
45 C -1.4318 -5.5002 -0.3366  -1.354
46 C -0.9592 -4.3562 -0.8963  -0.905
47 C 0.4062 -4.0196 -0.8127  0.927
48 S 0.8622 -2.4518 -1.6017  2.345
49 O 2.3396 -2.4073 -1.6797  -0.748
50 C 0.3530 -3.0048 -3.2576  -0.766
51 C 1.2748 -3.6639 -4.0477  -0.546
52 C 0.9403 -4.0012 -5.3498  -1.212
53 C -0.3139 -3.6902 -5.8668  1.331
54 C -0.6598 -3.9945 -7.3004  -1.540
55 C -1.2318 -3.0341 -5.0508  -1.189
56 C -0.8988 -2.6775 -3.7565  0.017
57 H 5.2779 3.2693 2.3536  0.358
58 H 5.5127 3.1033 0.6076  0.365
59 H 6.6155 2.2903 1.7288  0.362
60 H 3.7943 1.7326 3.4537  0.354
61 H 2.3762 -0.3063 3.3896  0.492
62 H 3.8261 -1.1746 -0.5334  0.355
63 H 5.2906 0.7901 -0.4347  0.244
64 H 4.8730 -2.6689 1.9249  0.664
65 H 6.5053 -4.3131 1.0897  0.371
66 H 7.0399 -6.1815 -0.4271  0.430
67 H 6.3223 -7.8753 -2.0640  0.384
68 H 3.9463 -7.9857 -2.7739  0.414
69 H 2.2924 -6.4574 -1.7987  0.503
70 H 2.6374 -6.4850 1.5588  0.454
71 H 1.7540 -8.4763 2.6450  0.410
72 H -0.6007 -9.1729 2.2842  0.377
73 H -2.0826 -7.7890 0.8827  0.422
74 H -2.4778 -5.7665 -0.4253  0.394
75 H -1.6335 -3.6869 -1.4134  0.449
76 H 2.2600 -3.8697 -3.6433  0.515
77 H 1.6709 -4.4979 -5.9785  0.309
78 H 0.1058 -4.6138 -7.7670  0.364
79 H -0.7410 -3.0640 -7.8670  0.286
80 H -1.6184 -4.5106 -7.3734  0.354
81 H -2.2046 -2.7666 -5.4473  0.361
82 H -1.5958 -2.1118 -3.1475  0.630
83 O -1.1985 -2.4925 2.4840  -0.709
84 Cl -1.0782 -1.3209 1.7002  1.699
85 O -2.2488 -0.5221 1.7885  -0.481
86 O -0.8693 -1.6792 0.3151  -0.885
87 O 0.0627 -0.5315 2.0791  -0.312
88 F 1.6055 3.1536 -1.9679  -0.310
89 C 2.0830 2.1717 -1.0931  -0.713
90 F 2.9392 2.9321 -0.2665  -0.255
91 F 3.0335 1.5022 -1.9265  -0.322
92 C -4.0206 5.0798 6.0064  -1.026
93 Si -3.4011 3.7298 4.8035  0.371
94 C -4.9496 3.0251 3.9546  -1.068
95 C -2.7288 2.3233 5.8811  -0.898
96 Si -1.7889 4.4763 3.2538  -0.154
97 Te -0.4445 2.5208 2.5652  -0.730
98 Si -0.1916 5.7961 4.3987  0.456
99 C 1.2315 6.2065 3.2119  -0.967
100 C 0.5702 4.7681 5.8061  -1.005
101 C -0.6525 7.4598 5.2249  -1.212
102 Si -2.9435 5.9632 1.8194  0.618
103 C -1.8228 6.5874 0.4218  -1.129
104 C -3.5555 7.5181 2.7527  -1.053
105 C -4.5322 5.3182 0.9796  -1.216
106 H -4.7680 4.6999 6.7080  0.363
107 H -4.4686 5.9111 5.4546  0.247
108 H -3.1871 5.4860 6.5863  0.210
109 H -5.6484 2.5832 4.6698  0.365
110 H -4.6540 2.2447 3.2482  0.248
111 H -5.4838 3.7945 3.3913  0.260
112 H -3.4637 1.9557 6.6031  0.327
113 H -1.8377 2.6404 6.4293  0.236
114 H -2.4318 1.4911 5.2389  0.185
115 H 1.5382 5.2998 2.6845  0.155
116 H 2.1043 6.6116 3.7316  0.375
117 H 0.9225 6.9338 2.4555  0.256
118 H 0.8144 3.7737 5.4243  0.220
119 H -0.1311 4.6426 6.6367  0.226
120 H 1.4854 5.2186 6.2001  0.376
121 H -0.9649 8.1951 4.4791  0.319
122 H 0.1985 7.8778 5.7686  0.352
123 H -1.4779 7.3346 5.9314  0.276
124 H -1.0232 7.2188 0.8194  0.295
125 H -2.3716 7.1667 -0.3252  0.409
126 H -1.3498 5.7438 -0.0879  0.313
127 H -2.7378 8.0070 3.2869  0.093
128 H -4.3125 7.2499 3.4950  0.254
129 H -3.9987 8.2500 2.0724  0.390
130 H -4.4201 4.2817 0.6536  0.361
131 H -4.7814 5.9169 0.0999  0.358
132 H -5.3835 5.3556 1.6640  0.436

Output
- E_tot: -5966.946281 a.u.
- Charge: -2
- Relative energy (zero: lowest compared OMol25 entry of this formula, charge and spin): 260.32 kJ/mol



Record 3
Molecular formula: C3H2S2
Method: DFT, wB97M-V/def2-TZVPD

Last column: Mulliken charge in e.
Element x y z (Å)
1 S 2.6308 0.8951 0.0593  -0.257
2 C 1.0576 0.9378 0.0318  0.102
3 C -0.2244 0.8134 0.1034  -0.095
4 C -0.7847 -0.9298 0.0983  -0.154
5 S 0.1924 -2.2001 0.0056  -0.162
6 H -0.9778 1.6272 -0.1856  0.283
7 H -1.8939 -1.1435 -0.1129  0.282

Output
- E_tot: -911.766521 a.u.
- Relative energy (zero: lowest compared OMol25 entry of this formula, charge and spin): 101.27 kJ/mol
- Structure (SMILES): S=C=CC=S



Record 4
Molecular formula: CH5BrN2
Method: DFT, wB97M-V/def2-TZVPD

Last column: Mulliken charge in e.
Element x y z (Å)
1 C -0.1554 1.4602 -0.4171  -0.742
2 N -0.4007 -1.5142 0.3904  -0.311
3 N 0.3623 -0.7753 -0.4704  -0.202
4 Br 2.1522 -0.5455 0.0654  -0.073
5 H 0.8620 1.8645 -0.3182  0.365
6 H -0.6592 1.4176 -1.3674  0.246
7 H -0.9023 1.4388 0.4180  0.230
8 H -1.3722 -1.2179 0.6316  0.225
9 H 0.1133 -2.1281 1.0678  0.263

Output
- E_tot: -2724.440388 a.u.
- Relative energy (zero: lowest compared OMol25 entry of this formula, charge and spin): 304.94 kJ/mol



Record 5
Molecular formula: C2H8N4O
Method: DFT, wB97M-V/def2-TZVPD

Last column: Mulliken charge in e.
Element x y z (Å)
1 H 1.6257 -2.2250 1.5576  0.250
2 N 1.1966 -1.5053 0.9747  -0.541
3 C -0.0892 -1.6335 0.9865  0.081
4 O -0.9919 -1.4053 -0.0765  -0.388
5 N -0.4686 -0.2745 -0.7778  0.703
6 N -0.4990 -0.1875 -2.1527  -0.831
7 N -0.7374 0.8985 -0.0082  -0.524
8 C 0.4106 1.6700 0.4263  -0.743
9 H -0.5731 -2.3773 1.6366  0.358
10 H 0.4582 -0.1431 -2.5036  0.237
11 H -0.9603 0.6894 -2.3863  0.279
12 H -1.5037 0.8267 0.6546  0.265
13 H 0.5699 1.5408 1.5018  0.254
14 H 0.2179 2.7313 0.2418  0.309
15 H 1.3442 1.3948 -0.0750  0.291

Output
- E_tot: -375.080739 a.u.
- Relative energy (zero: lowest compared OMol25 entry of this formula, charge and spin): 593.00 kJ/mol
- Structure (SMILES): [H]/N=C/ON(N)NC



Record 6
Molecular formula: C2H3O2
Method: DFT, wB97M-V/def2-TZVPD

Last column: Mulliken charge in e.
Element x y z (Å)
1 C 0.7442 -0.1722 -0.3708  -0.199
2 C -0.3308 0.4685 0.4111  0.379
3 O -1.4893 0.4802 -0.2570  -0.091
4 O -0.9745 -0.7631 0.0992  -0.038
5 H 0.9201 -0.1013 -1.5118  0.304
6 H 1.5803 -0.6780 0.1226  0.293
7 H -0.4500 0.7659 1.5066  0.352

Output
- E_tot: -227.940164 a.u.
- Charge: +1
- Relative energy (zero: lowest compared OMol25 entry of this formula, charge and spin): 514.70 kJ/mol



relative energy (zero: lowest compared OMol25 entry of this formula, charge and spin) of number 5 (C2H8N4O)? 593.00 kJ/mol